The following is a quantum chemistry calculation of 2 unconnected molecules or ions with the total composition C2H5O3, from the OMol25 dataset.

Cartesian coordinates (Å):
C: -2.085 0.333 -1.478
O: -2.810 0.777 -0.290
H: -2.811 0.315 -2.298
H: -1.334 1.111 -1.567
H: -1.529 -0.587 -1.312
O: 2.844 -0.934 2.716
C: 3.298 -0.487 1.601
O: 2.671 -0.158 0.625
H: 4.416 -0.460 1.655
H: -2.659 0.090 0.347

Calculated values
Largest force on an atom in eV/A: 1.8
Total charge: 0
Energy above the lowest of the compared OMol25 structures with the same formula, charge and spin in eV: 1.359
Lowest unoccupied orbital energy (alpha / beta) in eV: 0.789 / -3.623
Energy in eV: -8294.4134
Kohn-Sham gap (alpha / beta) in Ha: 0.4048 / 0.2427
Multiplicity: 2
HOMO (alpha / beta) in eV: -10.23 / -10.23